Arrangement i

18
Properties=species:S:1:pos:R:3 method="wB97M-V/def2-TZVPD" lumo_ev=0.1911 smiles=O.O.O.O.O.O
O 0.97794 3.25111 0.57922
O -1.17406 -1.69989 0.70822
O 1.58294 0.21811 -2.34878
O -0.02606 0.71611 -0.29478
O -0.18906 0.54311 3.08022
O -1.22206 -1.85489 -2.37378
H 1.10794 -0.14489 -3.12178
H -1.45606 -1.72189 -1.45578
H -1.37806 -1.52989 1.62322
H -1.92606 -2.42089 -2.58378
H 2.38594 -0.30989 -2.21978
H -0.38906 -2.18689 0.86422
H -0.36006 -0.16489 -0.00078
H 0.57894 0.50011 -0.97078
H 0.56694 0.05211 2.70522
H 0.59694 3.72511 1.35722
H 0.36394 2.54411 0.43522
H -0.04106 0.48411 4.01722


Arrangement ii

18
Properties=species:S:1:pos:R:3 method="wB97M-V/def2-TZVPD" lumo_ev=0.3984 smiles=O.O.O.O.O.O
O 2.16698 -0.05927 -1.01972
O 1.43904 0.94821 1.46311
O -1.31491 1.42482 0.82697
O -1.75488 -1.04898 -0.15856
O 0.69992 -1.98679 0.82223
O -0.53970 0.98279 -1.80979
H 1.99315 0.51552 -0.23213
H 0.59761 -2.87752 1.12245
H 0.38131 0.72967 -1.62598
H -0.50927 0.76473 -2.73378
H 1.32397 -0.00176 1.63221
H -2.00265 -0.52769 0.60694
H 2.04055 -0.96038 -0.68314
H -0.19219 -1.79854 0.45430
H -2.19632 1.72323 0.85555
H -1.41298 -0.39655 -0.79342
H 0.49676 1.24197 1.40707
H -1.21640 1.32656 -0.13431


What should be chosen as the most stable of them? Choose arrangement ii.


Arrangement i

6
Properties=species:S:1:pos:R:3 method="wB97M-V/def2-TZVPD" lumo_ev=0.8474 smiles="ClP1=CC=1"
Cl -2.73460 -0.54142 -0.17327
P -0.99226 0.70520 0.18862
C 0.63792 0.34497 -0.56437
C 0.60367 -0.14530 0.63972
H 1.18274 -0.62254 1.27595
H 1.30254 0.25908 -1.36666


Arrangement ii

6
Properties=species:S:1:pos:R:3 method="wB97M-V/def2-TZVPD" lumo_ev=1.1567 smiles="ClP1=CC=1"
Cl -1.34123 -1.03283 -1.69338
P 0.53767 -0.72477 -0.94711
C 0.31880 0.79617 0.04041
C 0.19659 -0.27364 0.78970
H 0.28635 1.86285 0.03298
H 0.00183 -0.62777 1.77741


What should be chosen as the most stable of them? Choose arrangement ii.


Arrangement i

19
Properties=species:S:1:pos:R:3 method="wB97M-V/def2-TZVPD" lumo_ev=0.1668 smiles="C[C@@H](N)C(=O)c1ccco1"
O 0.99681 -1.72939 0.43847
O 0.21840 1.71663 0.44630
N -1.53366 -0.10248 -1.16724
C 0.45109 0.46012 0.86617
C 0.25467 2.57839 1.43096
C 0.63892 1.91694 2.64928
C 0.73943 0.58710 2.23026
C -0.01625 -1.89737 -2.14371
C 0.43166 -0.66135 0.04288
C -0.21087 -0.57537 -1.28851
H -0.47715 -2.67314 -1.28659
H 0.73478 2.28904 3.60679
H -2.15102 -1.00873 -0.81992
H -0.56707 -1.86247 -3.11251
H -2.08345 -0.02436 -2.08649
H -0.00041 3.41619 1.24128
H 1.14402 -2.04023 -2.23478
H 0.41342 -0.14625 -1.79296
H 1.01669 -0.24328 2.98032


Arrangement ii

19
Properties=species:S:1:pos:R:3 method="wB97M-V/def2-TZVPD" lumo_ev=0.5931 smiles="c1ccncc1.CC(=O)O"
O 0.07054 2.72399 -1.56979
O 0.03399 4.57341 -0.27282
N 0.01763 -2.91712 -1.09300
C -1.77848 3.35497 -0.15039
C -0.44271 3.51141 -0.82824
C 1.68088 -1.77418 0.20043
C -0.43320 -3.58114 -0.06134
C 1.06277 -2.35634 1.33897
C 0.98864 -1.94240 -0.84014
C 0.07618 -3.23402 1.25103
H 1.50749 -2.17626 2.41938
H -1.70200 3.20101 0.96713
H -2.28522 2.55512 -0.65595
H 1.43395 -1.56506 -1.70780
H 2.64245 -1.21830 0.34886
H -1.13303 -4.38476 -0.41384
H 0.65021 5.09972 -0.90301
H -2.45954 4.20662 -0.15140
H 0.06946 -4.07667 2.12193


What should be chosen as the most stable of them? Choose arrangement ii.


Arrangement i

15
Properties=species:S:1:pos:R:3 method="wB97M-V/def2-TZVPD" lumo_ev=1.0758 smiles=CO[C@@H](C)CF
F -2.39702 0.08447 -0.58528
O 1.02270 0.04533 0.60921
C -1.34738 0.32232 0.28579
C -0.06717 -0.26723 -0.24599
C 1.49283 1.32499 0.31429
C -0.17960 -1.76157 -0.41281
H -0.90479 -1.97135 -1.25147
H -0.61624 -2.14012 0.49582
H 0.08850 0.19534 -1.22326
H 0.97109 2.10417 0.90899
H -1.52147 -0.13054 1.26625
H -1.27812 1.39035 0.45047
H 0.82328 -2.21599 -0.51336
H 2.53005 1.42494 0.66936
H 1.38334 1.59489 -0.76801


Arrangement ii

15
Properties=species:S:1:pos:R:3 method="wB97M-V/def2-TZVPD" lumo_ev=0.5885 smiles=CC[C@@H](F)CO
F -0.44153 0.25455 -1.15377
O 2.39737 0.29729 -0.64319
C -2.26453 -0.97725 0.49919
C 0.07569 -0.21963 0.13334
C -1.16429 -0.07802 0.97701
C 1.39450 0.67166 0.26690
H -1.52812 0.91051 1.38104
H -0.71910 -0.47445 1.83948
H 0.22490 -1.42135 -0.04318
H 1.35784 1.78196 -0.12906
H -1.97285 -2.08820 0.72687
H 2.85480 1.30837 -0.90717
H 1.87305 0.74181 1.32098
H -2.14360 -1.02310 -0.72682
H -3.40037 -0.78541 0.80870


Arrangement iii

15
Properties=species:S:1:pos:R:3 method="wB97M-V/def2-TZVPD" lumo_ev=0.8138
F -0.96184 1.62219 -0.88057
O -0.67285 0.90061 0.93599
C -0.40761 -0.19844 0.17214
C 0.05309 0.47292 -1.17119
C 0.80743 -0.83612 0.99623
C 1.23325 -1.85479 0.05764
H -1.32202 -0.86917 0.16603
H 1.27953 0.70411 -1.12064
H 2.04932 -1.58928 -0.76805
H -1.12673 1.49690 0.51498
H 1.34150 -3.03354 0.77969
H 0.27396 -1.42826 1.68390
H -0.40631 -0.09724 -2.11613
H 0.26757 -2.37432 -0.37489
H 1.56562 -0.11522 1.34344


What should be chosen as the most stable of them? Choose arrangement i.


Arrangement i

17
Properties=species:S:1:pos:R:3 method="wB97M-V/def2-TZVPD" lumo_ev=3.3998 charge=-1
S 0.08022 -0.14592 -0.41792
O -3.92711 -0.95925 4.04749
O 2.72275 4.03442 1.21569
O 2.17535 -2.57013 -2.13943
O -2.07488 -1.69075 1.21872
O 1.41889 1.56990 -3.44054
H 2.07861 3.37348 1.59981
H -4.11117 -1.75216 4.46494
H 1.00737 1.40475 -2.64374
H 2.59043 -1.77945 -2.57018
H -0.62811 0.04531 -1.51883
H 3.17814 3.39850 0.58603
H -3.23505 -1.28060 3.58213
H -1.62304 -2.42130 0.69519
H 0.62032 1.63200 -4.00414
H -1.88753 -0.81676 0.81817
H 1.61481 -2.04203 -1.49340


Arrangement ii

17
Properties=species:S:1:pos:R:3 method="wB97M-V/def2-TZVPD" lumo_ev=3.5786 charge=-1
S -1.29931 0.92166 0.41244
O -1.36396 -0.97326 -2.19045
O 0.37374 2.18882 2.98056
O 1.23352 -1.42003 -3.40039
O 0.83977 -1.47282 2.74865
O 1.72880 -0.01325 -0.83281
H 0.09393 -1.98512 2.43172
H 0.79072 -0.20044 -0.65921
H 1.70318 -1.07286 -2.62081
H 0.06516 1.99039 2.08426
H -1.21555 -0.44008 -1.37209
H -0.39543 2.55683 3.42004
H -2.06143 -1.58506 -1.90174
H 1.71275 0.86943 -1.21094
H 0.35962 -1.58084 -3.00260
H 0.72612 -0.55833 2.46915
H -2.50749 0.74608 -0.13862


What should be chosen as the most stable of them? Choose arrangement ii.


Arrangement i

20
Properties=species:S:1:pos:R:3 method="wB97M-V/def2-TZVPD" lumo_ev=-3.9665 charge=+1
N 0.18319 -0.70523 -1.75883
N 0.89942 1.53547 1.31382
N 0.38754 -0.55405 2.10972
C 0.27149 0.73802 -3.73918
C -1.06230 -0.56830 -1.34583
C 0.05250 0.68788 1.86149
C -0.56745 -1.50041 2.62026
C 0.76349 0.27354 -2.58267
H -0.94338 0.99335 2.10463
H -1.54585 0.41478 -1.48512
H 1.72374 0.63121 -2.12142
H -1.58024 -1.40396 -0.89775
H -0.16995 -1.85600 3.62936
H -0.73656 -2.35138 1.93438
H 0.56046 2.21161 0.66712
H 0.77634 1.55424 -4.25707
H 1.88749 1.28651 1.19310
H 1.37198 -0.82165 2.06764
H -1.51744 -0.99528 2.75384
H -0.75448 0.42966 -4.06750


Arrangement ii

20
Properties=species:S:1:pos:R:3 method="wB97M-V/def2-TZVPD" lumo_ev=-3.7915 charge=+1
N -1.48524 -0.51149 -0.39980
N 2.36643 0.94845 -0.67568
N -0.97749 -0.57029 1.86486
C -1.66917 -1.22453 -1.67149
C 1.85666 -0.18673 -0.84462
C 2.06780 1.66707 0.48458
C -0.95139 -1.07322 0.64483
C 0.85813 2.14387 0.75653
H 0.05051 2.09909 0.03844
H 1.36052 -0.75081 -0.04707
H -0.44525 -1.03494 2.58593
H -1.99246 0.35494 -0.27283
H 0.72293 2.75032 1.64142
H 2.04719 -0.71775 -1.77492
H -0.54546 -2.07686 0.55625
H -2.54692 -1.86417 -1.64230
H -0.76373 -1.78756 -1.88813
H -1.77986 -0.48934 -2.46204
H 2.93639 1.90236 1.08981
H -1.10960 0.42159 2.01623


What should be chosen as the most stable of them? Choose arrangement ii.